The following is a quantum chemistry calculation of a structure of composition C29H30GaNO4 in a non-equilibrium geometry, from the OMol25 dataset.

```
65
Properties=species:S:1:pos:R:3:forces:R:3
C 1.927 -0.716 1.176 0.45 -0.65 0.00
C 2.399 -1.323 0.022 -0.02 -0.07 0.68
C 2.350 -0.401 -1.062 -0.48 2.34 1.27
H 2.793 -2.345 -0.068 -0.32 0.54 0.22
C 1.822 0.822 -0.557 1.14 -1.50 -0.41
C 1.522 0.660 0.866 -1.49 -0.02 -0.77
H 1.607 1.695 -1.153 0.11 0.16 0.07
C -1.048 -2.736 1.940 1.56 -0.91 -0.18
C -0.098 -3.545 1.294 -1.64 1.22 1.36
C -0.222 -3.353 -0.107 -0.73 0.66 -1.24
H 0.674 -4.138 1.747 -0.13 -0.36 0.31
C -1.186 -2.399 -0.361 1.45 -0.27 -0.04
C -1.682 -1.887 0.921 0.24 1.35 0.54
H 2.728 -0.595 -2.058 -0.29 0.13 -0.06
H 1.525 1.506 1.572 0.15 -0.54 -0.28
H 1.970 -1.150 2.177 -0.26 0.20 -0.43
H -2.684 -1.474 1.063 -0.14 -0.60 -0.17
H 0.364 -3.851 -0.891 -0.20 0.29 0.55
H -1.248 -2.729 3.019 0.17 0.22 -0.68
Ga -0.765 0.155 1.141 1.32 -1.26 1.24
C -1.430 -1.751 -1.686 0.02 0.44 -0.29
C -2.957 -1.665 -1.871 -0.23 -0.15 -0.32
C -0.796 -2.548 -2.836 -0.21 -0.16 -0.10
H -3.357 -2.668 -1.663 -0.02 0.32 0.00
H -3.264 -1.419 -2.895 0.23 0.10 0.05
H -3.453 -0.946 -1.205 0.25 -0.22 0.00
H -1.084 -3.599 -2.831 -0.19 -0.01 0.01
H 0.297 -2.513 -2.790 -0.11 0.02 0.07
H -1.106 -2.098 -3.785 0.05 -0.13 0.07
C -0.643 -0.366 -1.753 0.58 0.63 1.22
C -1.506 0.888 -1.841 0.25 -1.08 2.10
H 0.125 -0.476 -2.523 -0.66 0.51 -0.03
H 0.033 -0.163 -0.857 -1.15 -0.89 -0.99
O -2.082 1.246 -0.747 1.36 -0.43 -3.62
N -1.541 1.410 -3.158 -1.20 0.10 0.53
C -0.393 2.220 -3.596 0.82 0.57 0.54
H -2.433 1.785 -3.451 0.01 0.45 0.38
C 0.888 1.480 -3.968 0.76 -0.12 -0.54
C 2.107 2.166 -3.777 -0.26 -0.13 -0.04
H 2.088 3.173 -3.337 0.03 -0.51 -0.08
C 3.331 1.617 -4.172 -0.29 0.14 -0.10
H 4.249 2.186 -4.009 -0.28 -0.22 -0.05
C 3.368 0.372 -4.804 -0.30 0.08 0.28
H 4.315 -0.050 -5.140 -0.26 0.08 0.11
C 2.173 -0.322 -4.997 -0.51 0.27 0.01
H 2.184 -1.285 -5.503 -0.01 0.15 0.11
C 0.935 0.223 -4.597 0.29 0.44 -0.21
H -0.002 -0.299 -4.834 0.47 0.16 0.23
H -0.146 2.906 -2.770 0.15 -0.11 -0.14
H -0.634 2.936 -4.411 -0.46 -0.91 0.27
O -1.756 3.468 4.444 0.08 -1.05 -0.17
C -1.288 2.630 5.392 0.36 -0.49 0.18
C -1.194 3.046 6.736 0.13 -0.56 -0.19
C -0.631 2.157 7.658 -0.03 -0.05 -0.07
C -0.132 0.891 7.301 0.03 -0.36 -0.60
C -0.228 0.473 5.969 -0.17 0.33 0.43
C -0.834 1.317 5.028 0.01 1.09 0.21
C -0.853 0.897 3.621 0.58 -1.76 -0.67
O -0.282 -0.200 3.290 -1.01 1.81 -0.31
O -1.442 1.594 2.689 0.60 -0.94 -0.27
H -1.747 2.890 3.616 -0.27 1.07 0.36
H -1.555 4.038 7.038 0.20 -0.55 -0.22
H -0.572 2.447 8.704 0.01 0.07 -0.17
H 0.344 0.211 8.023 -0.36 0.59 -0.23
H 0.154 -0.496 5.618 -0.21 0.52 0.29
```
Forces are in eV/Å.

frontier orbital gap	6.732	eV
HOMO energy	-0.280	hartree
lowest unoccupied orbital energy	-0.9	eV

natural (NBO) atomic charge list, values in e, 6 entries:
1. C -0.28
2. C -0.22
3. C -0.28
4. H 0.21
5. C -0.30
6. C -0.53

---

The following is a quantum chemistry calculation of a structure of composition C29H30NO4Pd in a non-equilibrium geometry, from the OMol25 dataset.

```
65
Properties=species:S:1:pos:R:3:forces:R:3
C 2.252 -0.243 1.543 1.03 0.17 0.45
C 2.293 -0.945 0.317 0.45 -0.27 -0.42
C 1.930 -0.053 -0.718 0.13 -0.20 -0.61
H 2.542 -1.984 0.197 0.12 -0.07 -0.02
C 1.697 1.207 -0.130 -0.12 0.13 -0.54
C 1.898 1.091 1.256 0.43 0.39 0.54
H 1.360 2.089 -0.644 0.07 0.15 -0.11
C -1.230 -1.847 1.914 -0.78 -0.41 0.45
C -0.133 -2.564 1.409 0.24 -0.75 0.58
C -0.228 -2.568 0.000 -0.14 -0.30 -0.91
H 0.659 -3.006 1.990 -0.07 0.01 0.13
C -1.377 -1.846 -0.388 0.15 -0.50 -0.98
C -1.994 -1.407 0.813 -0.38 0.19 0.47
H 1.866 -0.283 -1.767 0.08 0.01 -0.17
H 1.727 1.869 1.980 0.16 0.02 0.01
H 2.467 -0.650 2.517 -0.07 -0.02 0.00
H -2.877 -0.799 0.883 -0.20 0.06 0.01
H 0.479 -3.022 -0.670 -0.02 -0.16 -0.09
H -1.435 -1.635 2.950 -0.02 -0.23 -0.13
Pd 0.068 -0.319 0.685 -0.15 0.52 -0.08
C -1.908 -1.638 -1.791 -0.24 -0.04 -0.10
C -3.417 -1.909 -1.770 -0.08 -0.12 0.13
C -1.226 -2.588 -2.770 0.10 0.01 0.13
H -3.611 -2.920 -1.413 0.00 -0.09 0.03
H -3.835 -1.800 -2.765 0.02 0.03 0.01
H -3.929 -1.218 -1.103 -0.11 0.09 -0.03
H -1.417 -3.626 -2.502 -0.03 -0.07 0.02
H -0.147 -2.433 -2.779 0.14 0.03 -0.10
H -1.606 -2.424 -3.772 -0.07 0.05 -0.14
C -1.611 -0.182 -2.172 0.35 0.00 0.19
C -2.149 0.340 -3.487 -0.57 -0.07 -0.88
H -0.527 -0.041 -2.178 0.03 -0.14 -0.07
H -1.968 0.479 -1.383 -0.28 0.23 0.14
O -3.057 -0.174 -4.132 0.75 0.23 0.63
N -1.548 1.483 -3.931 -0.02 -0.16 0.10
C -0.362 2.113 -3.400 -0.09 0.12 -0.11
H -1.872 1.778 -4.838 -0.07 0.06 -0.05
C 0.956 1.536 -3.865 0.19 -0.10 -0.05
C 2.138 2.159 -3.469 -0.04 -0.11 0.01
H 2.092 3.031 -2.827 0.02 0.15 -0.05
C 3.367 1.669 -3.875 0.05 -0.02 0.09
H 4.275 2.165 -3.558 0.02 0.02 -0.02
C 3.437 0.536 -4.677 -0.02 -0.03 0.04
H 4.397 0.149 -4.990 0.00 0.02 -0.02
C 2.267 -0.096 -5.067 0.06 -0.04 0.01
H 2.310 -0.979 -5.690 0.00 0.00 -0.02
C 1.034 0.403 -4.665 -0.08 0.02 0.08
H 0.126 -0.091 -4.983 -0.05 -0.03 -0.06
H -0.389 2.088 -2.311 -0.12 0.07 0.13
H -0.402 3.169 -3.669 0.00 0.03 0.00
O -0.905 2.774 4.211 -0.53 1.40 0.53
C -0.583 1.958 5.237 0.49 -1.11 -0.49
C -0.765 2.463 6.533 0.04 -0.10 0.16
C -0.451 1.702 7.658 -0.07 0.13 -0.77
C 0.056 0.418 7.505 0.09 -0.23 -0.46
C 0.248 -0.106 6.231 -0.18 0.40 0.32
C -0.067 0.640 5.065 -0.15 0.45 0.12
C 0.173 -0.029 3.749 1.43 -4.05 -0.80
O 0.725 -1.222 3.789 -1.75 4.25 -0.36
O -0.202 0.492 2.570 -0.38 0.96 3.51
H -0.796 2.569 3.278 0.36 -1.21 0.41
H -1.154 3.464 6.672 0.01 -0.03 -0.24
H -0.597 2.106 8.652 -0.04 0.09 -0.09
H 0.301 -0.178 8.377 -0.01 0.02 -0.12
H 0.642 -1.113 6.167 -0.06 0.16 -0.38
```
Forces are in eV/Å.

frontier orbital gap (alpha / beta)	8.570 / 4.417	eV
HOMO energy (alpha / beta)	-0.402 / -0.402	hartree
net charge	+1
2S+1	5
lowest unoccupied orbital energy (alpha / beta)	-2.4 / -6.5	eV
expectation value of S²	6.02

natural (NBO) atomic charge list, values in e, 6 entries:
1. C -0.19
2. C -0.19
3. C -0.23
4. H 0.25
5. C -0.23
6. C -0.17